Entry 1:
{
  "formula": "C44H36FeN7O5",
  "method": "ωB97M-V/def2-TZVPD",
  "symbols": ["Fe", "O", "C", "C", "C", "C", "C", "C", "C", "O", "N", "N", "C", "C", "C", "C", "C", "C", "N", "H", "H", "H", "H", "H", "H", "H", "H", "H", "H", "C", "O", "C", "C", "C", "C", "C", "C", "N", "C", "N", "C", "C", "C", "C", "C", "C", "O", "C", "N", "C", "C", "C", "C", "C", "C", "O", "C", "H", "H", "H", "H", "H", "H", "H", "H", "H", "H", "H", "H", "H", "H", "H", "H", "H", "H", "H", "H", "H", "H", "N", "C", "C", "C", "C", "C", "C", "C", "C", "C", "H", "H", "H", "H"],
  "xyz": [[-0.447, 0.747, -0.793], [2.978, 1.618, 1.816], [2.670, 2.900, 2.097], [3.529, 3.613, 2.937], [3.249, 4.922, 3.282], [2.103, 5.544, 2.797], [1.252, 4.840, 1.961], [1.514, 3.523, 1.588], [0.572, 2.785, 0.693], [0.909, 1.532, 0.403], [-0.483, 3.380, 0.262], [-1.325, 2.484, -0.457], [-1.491, 2.954, -1.817], [-2.294, 1.884, -2.524], [-3.260, 2.103, -3.489], [-3.846, 1.007, -4.105], [-3.444, -0.267, -3.740], [-2.472, -0.404, -2.762], [-1.914, 0.646, -2.165], [2.208, 1.295, 1.249], [4.411, 3.107, 3.310], [3.926, 5.459, 3.937], [1.876, 6.567, 3.070], [0.351, 5.291, 1.566], [-1.918, 3.964, -1.930], [-3.540, 3.115, -3.749], [-4.604, 1.148, -4.865], [-3.868, -1.147, -4.206], [-2.112, -1.372, -2.433], [-2.094, -5.088, -0.328], [-2.145, -4.086, 0.668], [-1.653, -4.391, 1.893], [-1.426, -5.684, 2.342], [-0.991, -5.909, 3.645], [-0.766, -4.845, 4.496], [-0.943, -3.546, 4.032], [-1.373, -3.296, 2.738], [-1.567, -1.984, 2.289], [-0.994, -1.449, 1.130], [0.020, -2.168, 0.608], [0.597, -2.058, -0.684], [0.530, -0.884, -1.431], [1.143, -0.968, -2.698], [1.796, -2.098, -3.160], [1.854, -3.250, -2.373], [1.236, -3.222, -1.136], [1.187, -4.305, -0.271], [1.953, -5.436, -0.613], [-1.415, -0.338, 0.628], [-2.506, 0.326, 1.241], [-3.766, 0.289, 0.671], [-4.811, 1.041, 1.192], [-4.587, 1.852, 2.290], [-3.331, 1.897, 2.885], [-2.296, 1.127, 2.371], [-1.047, 1.067, 2.912], [-0.676, 2.094, 3.812], [-2.424, -4.613, -1.248], [-2.761, -5.923, -0.095], [-1.071, -5.452, -0.457], [-1.613, -6.524, 1.688], [-0.832, -6.925, 3.983], [-0.427, -5.013, 5.510], [-0.724, -2.700, 4.673], [-1.796, -1.294, 2.986], [0.271, -3.005, 1.103], [1.118, -0.098, -3.350], [2.275, -2.097, -4.133], [2.363, -4.134, -2.730], [1.850, -6.138, 0.213], [3.008, -5.178, -0.742], [1.589, -5.904, -1.533], [-3.905, -0.317, -0.215], [-5.786, 1.009, 0.723], [-5.387, 2.462, 2.691], [-3.162, 2.542, 3.735], [0.392, 1.979, 3.979], [-1.208, 2.004, 4.765], [-0.862, 3.078, 3.375], [7.625, 1.875, -4.037], [6.508, 2.039, -3.813], [5.112, 2.254, -3.543], [4.594, 1.996, -2.275], [3.251, 2.202, -2.024], [2.411, 2.665, -3.040], [2.937, 2.923, -4.308], [4.280, 2.719, -4.561], [1.020, 2.850, -2.751], [-0.149, 2.974, -2.480], [5.242, 1.631, -1.489], [2.826, 1.989, -1.052], [2.281, 3.280, -5.090], [4.691, 2.915, -5.542]],
  "total_charge": -1,
  "spin_multiplicity": 1,
  "energy_ha": -3721.4920,
  "homo_energy_ha": -0.12827,
  "orbital_gap_ha": 0.2113
}

=====

Entry 2:
{
  "formula": "C44H37AsN4O9P2S2Se2Zr",
  "method": "ωB97M-V/def2-TZVPD",
  "symbols": ["Zr", "O", "As", "O", "O", "C", "C", "C", "C", "C", "C", "S", "O", "O", "O", "H", "H", "H", "H", "H", "Se", "P", "C", "C", "C", "C", "C", "C", "C", "C", "C", "C", "C", "C", "C", "C", "N", "N", "N", "P", "Se", "C", "C", "C", "C", "C", "C", "C", "C", "C", "C", "C", "C", "H", "H", "H", "H", "H", "H", "H", "H", "H", "H", "H", "H", "H", "H", "H", "H", "H", "H", "H", "H", "C", "C", "O", "S", "C", "C", "C", "C", "C", "C", "C", "C", "H", "H", "H", "H", "H", "H", "H", "N", "C", "C", "O", "O", "H", "H", "H", "H", "H"],
  "xyz": [[1.193, -0.788, 0.246], [2.631, -2.760, -0.912], [0.993, -3.461, -1.376], [0.159, -1.966, -1.029], [2.184, -0.093, -1.365], [0.680, -4.591, 0.233], [0.725, -5.926, -0.116], [0.606, -6.933, 0.839], [0.423, -6.609, 2.170], [0.361, -5.276, 2.560], [0.480, -4.280, 1.601], [0.638, -2.625, 2.197], [0.562, -2.652, 3.614], [-0.346, -1.751, 1.512], [1.967, -2.224, 1.599], [3.306, -3.438, -0.822], [0.863, -6.191, -1.156], [0.665, -7.974, 0.536], [0.349, -7.392, 2.916], [0.239, -4.996, 3.600], [-2.696, 5.432, -0.595], [-2.390, 3.785, -1.844], [-1.554, 4.284, -3.367], [-0.219, 3.970, -3.604], [0.443, 4.515, -4.703], [-0.224, 5.369, -5.568], [-1.553, 5.709, -5.322], [-2.210, 5.186, -4.217], [-3.946, 2.932, -2.255], [-4.617, 2.341, -1.174], [-5.817, 1.676, -1.378], [-6.367, 1.599, -2.656], [-5.720, 2.203, -3.724], [-4.512, 2.873, -3.525], [-1.431, 2.417, -1.084], [-0.787, 1.248, -1.471], [-0.390, 0.656, -0.277], [-0.770, 1.423, 0.750], [-1.402, 2.467, 0.286], [-0.487, 0.287, -2.968], [1.682, -0.368, -3.030], [-0.783, 1.122, -4.531], [-2.104, 1.406, -4.882], [-2.379, 2.001, -6.101], [-1.345, 2.290, -6.989], [-0.033, 1.983, -6.656], [0.255, 1.405, -5.426], [-1.747, -0.990, -3.006], [-2.890, -0.867, -2.230], [-3.866, -1.860, -2.295], [-3.682, -2.966, -3.112], [-2.527, -3.084, -3.882], [-1.562, -2.093, -3.833], [0.318, 3.319, -2.924], [1.488, 4.274, -4.874], [0.295, 5.788, -6.425], [-2.068, 6.402, -5.979], [-3.220, 5.507, -3.985], [-4.197, 2.418, -0.175], [-6.330, 1.222, -0.536], [-7.304, 1.076, -2.815], [-6.154, 2.156, -4.719], [-4.013, 3.340, -4.367], [-2.915, 1.157, -4.209], [-3.408, 2.232, -6.366], [-1.567, 2.749, -7.948], [0.773, 2.206, -7.349], [1.278, 1.189, -5.163], [-3.028, -0.015, -1.575], [-4.764, -1.764, -1.695], [-4.437, -3.747, -3.148], [-2.378, -3.954, -4.517], [-0.660, -2.187, -4.422], [5.536, -3.226, 10.966], [4.915, -2.585, 9.737], [5.332, -2.772, 8.628], [3.509, -1.531, 10.137], [3.014, -0.966, 8.540], [3.671, 0.101, 7.938], [3.337, 0.482, 6.644], [2.349, -0.198, 5.927], [1.662, -1.240, 6.560], [1.994, -1.621, 7.856], [2.057, 0.141, 4.536], [1.774, 0.242, 3.380], [6.585, -2.936, 11.017], [5.491, -4.309, 10.851], [5.029, -2.936, 11.888], [4.447, 0.626, 8.482], [3.851, 1.312, 6.174], [0.888, -1.760, 6.008], [1.466, -2.439, 8.339], [3.952, 2.434, 2.296], [3.960, 1.059, 1.787], [2.729, 0.746, 1.013], [2.207, 1.847, 0.426], [1.503, 0.399, 2.113], [4.245, 2.484, 3.256], [2.349, 2.581, 1.039], [4.552, 3.037, 1.755], [4.045, 0.357, 2.603], [4.793, 0.878, 1.117]],
  "total_charge": 0,
  "spin_multiplicity": 1,
  "energy_ha": -11159.9096,
  "homo_energy_ha": -0.28187,
  "orbital_gap_ha": 0.2726
}